C19H20AsCuN5OS as an isolated structure. Source: the Open Molecules 2025 dataset; level of theory: ωB97M-V/def2-TZVPD.

## Properties
**Energy relative to the best compared isomer or geometry (same formula, charge and spin)**: 6.01 kcal per mole
**Charge**: -1
**Lowest unoccupied orbital energy**: 2.575 eV

Each line ends with the natural charge from an NBO analysis.
Geometry (Å):
1 Cu 0.68602 -0.16007 -0.67553  0.926
2 N 4.75813 0.64680 -2.46127  -0.838
3 C 3.43628 0.47918 -2.02930  0.241
4 S 3.23051 -0.02313 -0.38429  -0.516
5 N 2.53533 0.76698 -2.91135  -0.460
6 N 1.18275 0.70966 -2.54887  -0.324
7 C 0.77245 1.66121 -1.76540  -0.057
8 C -0.66272 2.03148 -1.66106  0.169
9 C -0.99626 3.12782 -0.86238  -0.231
10 C -2.32428 3.48428 -0.74112  -0.175
11 C -3.27640 2.74004 -1.42507  -0.286
12 C -2.84025 1.67857 -2.20330  0.045
13 N -1.56935 1.32366 -2.33340  -0.405
14 H 5.41307 0.05260 -1.97996  0.378
15 H 4.83848 0.65188 -3.46822  0.369
16 H 1.46919 2.39960 -1.36659  0.197
17 H -0.22050 3.65632 -0.32565  0.219
18 H -2.61293 4.32068 -0.11649  0.206
19 H -4.33176 2.96906 -1.35780  0.206
20 H -3.55926 1.07973 -2.75479  0.179
21 C 1.68725 -2.35230 -3.61657  -1.013
22 As 1.10961 -3.11247 -1.95546  1.995
23 C 0.25441 -4.79055 -2.34269  -1.006
24 C 2.69128 -3.55437 -0.96030  -1.021
25 O 0.05554 -2.13901 -1.13487  -1.168
26 H 2.23289 -3.11052 -4.18167  0.218
27 H 2.30715 -1.47840 -3.41839  0.285
28 H 0.80924 -2.02550 -4.17161  0.256
29 H 0.96167 -5.49044 -2.78769  0.226
30 H -0.57894 -4.62368 -3.02299  0.243
31 H -0.12651 -5.19167 -1.40505  0.245
32 H 3.34521 -4.15741 -1.59317  0.220
33 H 2.40499 -4.12263 -0.07588  0.237
34 H 3.17897 -2.62209 -0.67183  0.296
35 N -3.64141 1.82456 8.11306  -0.372
36 C -3.12819 1.61315 7.10389  0.290
37 C -2.49106 1.35074 5.85112  -0.182
38 C -1.36164 0.53088 5.79643  -0.178
39 C -0.75497 0.27375 4.58524  -0.212
40 C -1.25135 0.81981 3.38947  -0.053
41 C -2.38603 1.64593 3.46911  -0.217
42 C -2.99893 1.90874 4.67527  -0.168
43 C -0.63745 0.54697 2.14348  -0.226
44 C -0.11191 0.30576 1.06599  -0.409
45 H -0.96675 0.10004 6.70710  0.214
46 H 0.11964 -0.36049 4.53885  0.223
47 H -2.77739 2.07062 2.55416  0.222
48 H -3.87381 2.54425 4.71682  0.212

Force components x, y, z for each atom (eV/Å):
0.20 0.04 0.65
-0.14 -0.03 -0.10
0.21 0.22 0.04
-0.20 -0.22 -0.16
-0.03 -0.07 0.21
0.07 -0.12 -0.17
-0.21 0.36 -0.28
0.19 -0.09 0.10
-0.12 -0.07 -0.02
0.02 -0.05 -0.04
-0.03 0.04 0.04
-0.05 0.01 0.00
-0.03 0.05 -0.04
-0.02 -0.01 -0.01
0.06 -0.01 0.01
0.07 -0.10 0.02
0.03 0.00 0.01
-0.02 0.00 0.00
0.00 0.01 0.00
0.01 -0.01 0.01
-0.03 -0.20 -0.12
0.02 0.52 0.19
-0.03 -0.11 -0.08
-0.01 -0.20 -0.08
0.10 -0.05 0.00
0.04 0.07 -0.03
0.01 -0.02 0.02
-0.01 -0.01 0.04
-0.01 -0.01 0.00
0.01 0.02 0.01
0.01 0.00 0.00
0.04 0.01 0.05
-0.01 0.04 0.00
-0.03 0.01 -0.02
0.00 0.00 0.00
-0.06 0.04 0.14
0.01 -0.01 -0.04
-0.03 0.04 -0.07
0.03 -0.03 0.03
-0.04 0.03 0.05
-0.04 0.02 -0.03
0.07 -0.05 0.01
0.06 0.04 -0.01
-0.08 -0.14 -0.35
-0.02 0.01 0.02
0.00 0.00 -0.02
0.01 -0.01 -0.01
-0.01 0.00 0.03